# C18H29N2O

An isolated ion of composition C18H29N2O and charge +1 at a distorted geometry (ωB97M-V/def2-TZVPD, the Open Molecules 2025 dataset).

Properties
- Largest force on an atom: 0.0427 Eh/bohr
- Total energy: -887.773837 hartree
- Energy above the lowest of the compared OMol25 structures with the same formula, charge and spin: 219.1 kJ/mol
- HOMO: -0.423 Ha
- Orbital gap: 9.4 eV
- SMILES: C[C@H]1C[N+]2(CCN(CCc3ccccc3)CC2)C[C@H](C)O1
- Charge: +1

CARTESIAN COORDINATES (ANGSTROEM)
1 O -0.659 -3.393 2.176
2 N -0.545 1.926 0.362
3 N -0.571 -0.915 0.592
4 C -1.439 -2.223 2.638
5 C 0.130 2.301 -4.309
6 C 1.072 -4.357 0.873
7 C 0.087 -2.178 0.173
8 C -1.101 -0.251 -0.659
9 C 0.506 -3.065 1.370
10 C 1.725 0.648 -3.423
11 C 1.775 1.385 -2.245
12 C -0.753 -1.606 3.861
13 C -1.568 1.191 -0.419
14 C -0.026 1.350 1.580
15 C 0.466 -0.037 1.241
16 C -1.757 -1.231 1.445
17 C 0.218 2.999 -3.109
18 C 0.904 1.121 -4.463
19 C 1.040 2.539 -2.065
20 C -0.175 3.311 0.001
21 C 1.155 3.301 -0.773
22 H -2.559 1.169 0.044
23 H 2.007 2.873 -0.198
24 H -0.971 3.745 -0.617
25 H -0.425 2.684 -5.142
26 H 1.248 -2.593 1.998
27 H 0.882 0.614 -5.399
28 H 0.864 1.904 1.879
29 H 2.344 -0.206 -3.560
30 H 1.960 -4.130 0.276
31 H 0.890 -0.515 2.091
32 H -2.224 -0.300 1.827
33 H -0.776 1.393 2.394
34 H -0.333 3.949 -2.959
35 H 0.309 -1.431 3.650
36 H 1.253 0.106 0.490
37 H -0.614 -2.768 -0.413
38 H 2.438 1.035 -1.468
39 H 0.969 -1.992 -0.437
40 H -2.486 -1.786 0.863
41 H -0.044 3.954 0.870
42 H -1.705 1.700 -1.382
43 H 0.358 -4.910 0.245
44 H 1.320 -4.986 1.737
45 H -0.305 -0.220 -1.376
46 H -0.800 -2.303 4.728
47 H -2.392 -2.612 2.989
48 H -1.888 -0.897 -1.082
49 H 1.412 4.309 -1.012
50 H -1.214 -0.608 4.117